1.
ORCA calculation (wB97M-V/def2-TZVPD) on a 2-piece molecular cluster, C5H13N2 overall at a distorted geometry.

```
! wB97M-V def2-TZVPD RIJCOSX def2/J DEFGRID3
* xyz 1 1
N 0.205 0.899 0.176
N -2.055 0.806 -0.049
C -3.275 0.056 -0.246
C 3.682 0.496 -0.511
C 3.361 -0.405 0.450
C -0.878 0.170 0.035
C -0.757 -1.257 0.254
H -1.128 -1.765 -0.699
H -2.072 1.786 0.020
H -0.029 1.872 0.115
H 3.285 -1.427 0.162
H 0.330 -1.519 0.440
H -4.185 0.715 -0.295
H 2.996 -0.109 1.424
H 1.200 0.694 0.033
H -3.402 -0.687 0.611
H -3.228 -0.463 -1.172
H 3.587 1.508 -0.190
H -1.490 -1.613 0.956
H 3.854 0.244 -1.515
*
```

ΔE to the lowest compared entry with this formula, charge and spin = 2.040 eV


2.
ORCA calculation (wB97M-V/def2-TZVPD) on an isolated ion of composition C5H13N2 and charge +1 at a distorted geometry.

```
! wB97M-V def2-TZVPD RIJCOSX def2/J DEFGRID3
* xyz 1 1
N 2.291 -0.124 -0.928
N -1.898 -0.647 -0.797
C 0.100 0.757 -0.501
C 1.241 -0.629 1.292
C -2.015 1.124 0.902
C -1.309 0.476 -0.007
C 1.060 -0.435 -0.212
H -1.416 1.882 1.386
H -1.238 -1.429 -0.698
H -3.046 0.978 1.186
H 0.288 -0.962 1.706
H 2.070 -1.266 1.592
H 0.642 -1.294 -0.762
H 1.579 0.348 1.656
H 0.017 0.998 -1.564
H 2.887 -0.921 -1.079
H 0.651 1.615 -0.107
H -2.899 -0.798 -0.712
H 2.787 0.682 -0.574
H -1.792 -0.355 -1.779
*
```

SMILES string = C=C([NH3+])C[C@H](C)N
ΔE to the lowest compared entry with this formula, charge and spin = 2.400 eV


3.
ORCA calculation (wB97M-V/def2-TZVPD) on an isolated ion of composition C5H13N2O and charge -1 at a distorted geometry.

```
! wB97M-V def2-TZVPD RIJCOSX def2/J DEFGRID3
* xyz -1 1
O 2.277 -2.123 -0.613
N -1.727 1.096 1.115
N 0.606 -0.518 0.165
C -0.320 0.200 -0.734
C -1.067 1.259 2.417
C 1.006 -1.981 -0.354
C -0.829 1.471 -0.032
C 0.234 0.426 -2.157
H -1.159 -0.495 -0.871
H -1.494 2.016 -0.699
H -1.769 1.047 3.218
H -0.133 0.690 2.496
H -0.032 2.066 0.393
H 1.069 1.132 -2.154
H -0.579 0.849 -2.763
H -0.659 2.276 2.470
H -1.974 0.112 1.055
H 0.684 -2.588 0.512
H 1.465 0.023 0.064
H 0.597 -0.475 -2.646
H 0.319 -2.070 -1.251
*
```

SMILES string = CNC[C@@H](C)NC[O-]
ΔE to the lowest compared entry with this formula, charge and spin = 1.152 eV


4.
ORCA calculation (wB97M-V/def2-TZVPD) on an isolated ion of composition C5H13N2O and charge -1 at a distorted geometry.

```
! wB97M-V def2-TZVPD RIJCOSX def2/J DEFGRID3
* xyz -1 1
O 1.499 -2.217 0.191
N -1.234 0.780 -0.269
N 0.731 1.662 1.934
C 1.222 -1.921 -1.097
C 0.660 -0.425 -1.295
C 1.018 1.220 0.569
C -2.340 -0.059 0.273
C 0.090 0.125 -0.008
H -2.147 -0.646 1.172
H 1.390 0.202 -1.838
H 2.053 0.945 0.353
H -2.611 -0.791 -0.497
H 2.158 -1.995 -1.704
H 0.376 -2.576 -1.470
H 0.173 -0.777 0.638
H 0.954 2.057 -0.157
H -3.221 0.543 0.515
H -0.258 1.893 1.987
H -1.329 1.610 0.318
H 0.916 0.830 2.482
H -0.100 -0.458 -2.095
*
```

SMILES string = CN[C@H](CN)CC[O-]
ΔE to the lowest compared entry with this formula, charge and spin = 1.626 eV


5.
ORCA calculation (wB97M-V/def2-TZVPD) on a 2-piece molecular cluster, C5H13N2O overall at a distorted geometry.

```
! wB97M-V def2-TZVPD RIJCOSX def2/J DEFGRID3
* xyz -1 1
O -2.226 -0.322 -2.502
N -1.009 -0.235 -2.960
N -0.529 1.118 -0.470
C 1.637 0.151 -0.726
C -1.873 0.979 -0.308
C 0.345 0.135 0.110
C 0.710 0.532 1.563
C -0.195 -1.314 0.165
H -2.292 0.357 -1.247
H -0.472 -1.081 -2.660
H -2.386 1.941 -0.399
H -2.263 0.420 0.566
H 1.395 -0.110 -1.751
H 2.378 -0.545 -0.329
H 1.265 1.469 1.566
H 2.050 1.156 -0.725
H 1.320 -0.244 2.032
H -0.655 -1.574 -0.782
H 0.618 -2.013 0.362
H -0.199 0.668 2.152
H -0.944 -1.427 0.947
*
```

ΔE to the lowest compared entry with this formula, charge and spin = 3.844 eV


6.
ORCA calculation (wB97M-V/def2-TZVPD) on the molecule C5H13N2O at a distorted geometry.

```
! wB97M-V def2-TZVPD RIJCOSX def2/J DEFGRID3
* xyz 0 2
O -0.346 -1.649 -1.405
N 0.778 1.954 -0.750
N -1.594 -1.629 1.346
C -1.004 0.541 0.366
C -0.460 -0.814 0.871
C 0.324 -1.603 -0.241
C -0.050 1.724 0.449
C 2.132 1.414 -0.683
H -1.234 -2.345 1.966
H -0.628 2.626 0.631
H -1.966 0.692 0.837
H 2.859 2.210 -0.483
H -1.228 0.363 -0.688
H 1.231 -0.995 -0.403
H -2.028 -2.095 0.556
H 2.282 0.650 0.085
H 2.410 0.909 -1.607
H 0.294 1.515 -1.523
H 0.633 1.623 1.291
H 0.159 -0.629 1.744
H 0.577 -2.593 0.149
*
```

<S²> = 0.755
ΔE to the lowest compared entry with this formula, charge and spin = 1.645 eV


7.
ORCA calculation (wB97M-V/def2-TZVPD) on a 2-piece molecular cluster, C5H13N2O overall.

```
! wB97M-V def2-TZVPD RIJCOSX def2/J DEFGRID3
* xyz 1 1
O 0.740 0.002 -0.706
N -1.285 1.407 0.355
N -1.395 -1.360 -0.778
C -2.459 0.667 -0.014
C 2.971 -0.095 0.225
C 2.662 0.548 1.353
C 2.039 -0.242 -0.911
C -2.208 -0.802 0.264
H -2.721 0.821 -1.076
H -1.388 2.412 0.289
H -1.408 -2.380 -0.781
H 1.700 1.013 1.477
H -3.157 -1.354 0.288
H 2.098 -1.266 -1.351
H 3.381 0.608 2.157
H 3.957 -0.517 0.094
H -3.295 1.014 0.598
H -0.407 -0.985 -0.841
H -1.741 -0.911 1.254
H 2.366 0.385 -1.775
H -0.452 1.035 -0.121
*
```

ΔE to the lowest compared entry with this formula, charge and spin = 7.816 eV


8.
ORCA calculation (wB97M-V/def2-TZVPD) on an isolated ion of composition C5H13N2O and charge +1 at a distorted geometry.

```
! wB97M-V def2-TZVPD RIJCOSX def2/J DEFGRID3
* xyz 1 1
O 2.121 -0.226 2.477
N -2.588 0.504 -1.189
N 1.377 -0.981 -0.174
C -1.274 0.108 -1.145
C 0.532 -0.151 0.707
C -0.776 -0.663 -2.136
C -0.601 0.677 0.114
C 1.381 0.686 1.640
H 1.504 -0.508 3.159
H -1.425 0.796 0.848
H -2.996 0.381 -2.103
H 2.044 1.431 1.146
H 2.099 -1.408 0.420
H -3.188 1.065 -0.616
H 1.844 -0.349 -0.835
H 0.039 -0.844 1.463
H 0.201 -1.047 -2.348
H -1.470 -0.921 -2.924
H 0.756 1.318 2.325
H 0.765 -1.618 -0.704
H -0.345 1.748 -0.124
*
```

SMILES string = C=C(N)C[C@@H]([NH3+])CO
ΔE to the lowest compared entry with this formula, charge and spin = 2.344 eV


9.
ORCA calculation (wB97M-V/def2-TZVPD) on C5H13N2O as an isolated structure at a distorted geometry.

```
! wB97M-V def2-TZVPD RIJCOSX def2/J DEFGRID3
* xyz 1 1
O -1.163 -0.823 1.008
N 0.983 -1.985 0.495
N -0.761 0.094 -1.235
C -0.061 -0.329 1.686
C 1.276 -0.847 1.290
C -1.728 1.199 -1.519
C 0.672 0.411 -0.804
C 0.724 0.646 0.701
H 1.708 1.241 0.857
H -0.004 1.479 0.814
H -0.241 0.239 2.627
H 1.422 -0.329 -1.064
H -2.706 0.773 -1.656
H 0.966 1.336 -1.330
H -0.808 -0.666 -1.756
H -1.712 1.900 -0.631
H -1.423 1.780 -2.400
H -1.130 -0.356 -0.198
H 2.255 -0.759 1.786
H 0.104 -2.261 0.747
H 1.625 -2.745 0.583
*
```

ΔE to the lowest compared entry with this formula, charge and spin = 5.299 eV


10.
ORCA calculation (wB97M-V/def2-TZVPD) on an isolated ion of composition C5H13N2O and charge +1 at a distorted geometry.

```
! wB97M-V def2-TZVPD RIJCOSX def2/J DEFGRID3
* xyz 1 1
O 1.148 -1.548 -0.108
N 0.069 0.339 1.120
N 1.018 -0.781 -2.201
C 0.949 -0.612 -0.879
C 1.033 0.286 -3.210
C -1.464 -0.240 2.938
C 0.428 0.705 -0.247
C -1.399 -0.091 1.397
H -1.981 0.809 1.222
H 0.292 0.111 -3.992
H -1.593 -1.023 0.923
H 1.383 -1.666 -2.520
H -0.582 0.962 -0.647
H 0.572 -0.509 1.469
H -1.667 0.768 3.345
H 2.061 0.267 -3.675
H 1.241 1.401 -0.488
H 0.290 1.099 1.772
H -0.446 -0.536 3.331
H -2.232 -0.973 3.124
H 0.879 1.233 -2.675
*
```

SMILES string = CC[NH2+]CC(=O)NC
ΔE to the lowest compared entry with this formula, charge and spin = 1.406 eV


11.
ORCA calculation (wB97M-V/def2-TZVPD) on an isolated ion of composition C5H13N2O and charge +1 at a distorted geometry.

```
! wB97M-V def2-TZVPD RIJCOSX def2/J DEFGRID3
* xyz 1 1
O 1.787 1.385 0.680
N 1.418 -1.875 -1.051
N -0.652 -2.004 -0.026
C 0.695 2.054 0.029
C -1.081 0.395 0.744
C -1.051 -0.500 -0.388
C 0.352 -2.522 -0.761
C -0.593 1.903 0.717
H 0.323 -3.702 -0.948
H 0.826 3.124 -0.085
H -1.992 -0.505 -0.983
H -0.627 2.304 1.733
H -0.281 0.082 1.414
H -0.332 -0.096 -1.156
H -1.478 2.480 0.352
H -1.532 -2.517 -0.032
H 2.210 -2.380 -1.381
H 0.797 1.584 -0.985
H 1.505 -0.862 -0.787
H -1.953 0.179 1.260
H 1.659 1.473 1.653
*
```

SMILES string = N/C=[NH+]\CCCCO
ΔE to the lowest compared entry with this formula, charge and spin = 2.439 eV